Version one
Density functional theory data (ωB97M-V/def2-TZVPD) for a 3-piece molecular cluster, C3H9NO3 overall.

The geometry in XYZ format:
```
16
Properties=species:S:1:pos:R:3
C 1.2719 1.1189 1.1418
C 0.7749 -0.2683 0.8815
N -0.4498 -0.6528 1.0307
O -1.3375 0.3568 1.3162
H 0.5981 1.8326 0.6693
H 2.2837 1.2442 0.7640
H 1.2772 1.3217 2.2123
H 1.4809 -1.0899 0.9241
H -2.1769 0.0357 0.9299
C 0.7347 -0.4238 -1.5223
O -0.1539 0.3299 -1.9062
H 0.5633 -1.5087 -1.4698
H 1.7872 -0.1129 -1.5530
O -2.4923 -0.5466 -0.9157
H -2.4836 -1.4926 -1.0827
H -1.6780 -0.1441 -1.4200
```

The gap between HOMO and LUMO comes out at 9.71 eV. The calculation puts the LUMO energy at 0.001 Ha. As for the HOMO energy: -9.69 eV. As for the structure (SMILES): C/C=N\O.C=O.O.


Version two
Density functional theory data (ωB97M-V/def2-TZVPD) for a 2-piece molecular cluster, C3H9NO3 overall.

The geometry in XYZ format:
```
16
Properties=species:S:1:pos:R:3
N 0.7716 0.7879 -1.6184
C 1.2103 1.0560 -0.3589
O 1.5591 2.2027 -0.1218
C 1.1596 0.0519 0.7843
C -0.3045 0.0718 1.3191
O -1.3307 -0.3208 0.3396
H 0.6895 -0.1277 -2.0332
H 0.9695 1.5403 -2.2982
H 1.8883 0.3179 1.5404
H 1.4740 -0.9877 0.4737
H -0.5373 1.0879 1.7001
H -0.4413 -0.6151 2.1577
H -1.3907 0.4382 -0.2639
O -2.2069 -3.0159 -0.3051
H -2.7209 -3.1105 0.5587
H -1.8979 -2.0643 -0.2746
```

The gap between HOMO and LUMO comes out at 10.71 eV. The calculation puts the LUMO energy at 0.023 Ha. As for the HOMO energy: -10.09 eV. As for the structure (SMILES): NC(=O)CCO.O.


Of them, version two has the highest stability.


Version one
Density functional theory data (ωB97M-V/def2-TZVPD) for a 2-piece molecular cluster, C3H9NO3 overall.

The geometry in XYZ format:
```
16
Properties=species:S:1:pos:R:3
C -1.7615 1.4583 1.1754
C -0.3785 0.8368 1.2495
N -0.4208 -0.5033 0.7006
C 0.5728 -1.2062 0.0217
O 0.9521 -1.1132 -1.1222
O 1.1563 -2.1098 0.8728
H -1.9366 2.5270 1.3010
H -2.3842 0.9036 1.8871
H -2.2096 1.2658 0.2020
H -0.0491 0.7715 2.2934
H 0.4291 1.3960 0.7701
H -0.8197 -1.1882 1.3357
H 1.7371 -2.6004 0.2966
O 1.7888 0.2429 -3.6922
H 2.0436 -0.3755 -3.0091
H 1.2802 -0.3053 -4.2823
```

The gap between HOMO and LUMO comes out at 10.62 eV. The calculation puts the LUMO energy at 0.023 Ha. As for the HOMO energy: -10.01 eV. As for the structure (SMILES): CCNC(=O)O.O.


Version two
Density functional theory data (ωB97M-V/def2-TZVPD) for a 2-piece molecular cluster, C3H9NO3 overall.

The geometry in XYZ format:
```
16
Properties=species:S:1:pos:R:3
N -0.4150 -1.5297 -0.3840
C 0.7273 -0.8031 0.1828
C 2.0485 -1.0893 -0.4927
C 3.1405 -0.1276 -0.1607
O 4.3205 -0.3551 -0.0841
O 2.6892 1.1314 0.0594
H -0.1877 -1.8180 -1.3020
H -1.2313 -0.9455 -0.3546
H 0.5475 0.2686 0.1190
H 0.8167 -0.8848 1.2522
H 1.9577 -1.1831 -1.5869
H 2.4108 -2.0880 -0.3080
H 3.4961 1.6596 0.1487
O -7.0238 2.4623 1.2120
H -7.0987 2.4123 0.2596
H -6.1982 2.8901 1.4394
```

The gap between HOMO and LUMO comes out at 10.12 eV. The calculation puts the LUMO energy at 0.025 Ha. As for the HOMO energy: -9.43 eV. As for the structure (SMILES): NCCC(=O)O.O.


Version three
Density functional theory data (ωB97M-V/def2-TZVPD) for a 2-piece molecular cluster, C3H9NO3 overall.

The geometry in XYZ format:
```
16
Properties=species:S:1:pos:R:3
C -0.4898 -1.2256 0.9316
C -0.5661 -0.1054 1.9877
O -0.9879 -0.3035 3.0567
N 0.0906 1.1115 1.5546
C 0.8774 1.1717 0.2523
O 0.9681 2.5985 -0.1118
H -0.3742 -2.2577 1.3892
H -1.5258 -1.3306 0.4730
H 0.2563 -1.3631 0.0769
H 0.1019 1.7843 2.3125
H 1.8829 0.6819 0.3455
H 0.3428 0.6982 -0.5383
H 1.7892 2.8681 0.3047
O -0.9223 -1.2098 -4.2179
H -0.7579 -2.1247 -4.4949
H -0.6850 -0.9937 -3.3218
```

The gap between HOMO and LUMO comes out at 10.25 eV. The calculation puts the LUMO energy at 0.013 Ha. As for the HOMO energy: -9.89 eV. As for the structure (SMILES): CC(=O)NCO.O.


Of them, version one has the highest stability.


Version one
Density functional theory data (ωB97M-V/def2-TZVPD) for a 2-piece molecular cluster, C3H9NO3 overall.

The geometry in XYZ format:
```
16
Properties=species:S:1:pos:R:3
N 0.7332 0.9378 0.6088
C 0.0101 0.6323 -0.6508
C -1.4839 0.7398 -0.3799
O -2.3132 0.4867 -1.2019
C 0.3766 -0.6849 -1.3656
O 1.5431 -0.5274 -2.1444
H 1.7324 1.0022 0.4286
H 0.4541 1.8650 0.9073
H 0.2935 1.4833 -1.2952
H -1.6617 1.1137 0.6448
H 0.3852 -1.4877 -0.6127
H -0.4654 -0.9227 -2.0197
H 2.1061 0.1565 -1.7424
O -0.9789 -1.5197 2.9712
H -0.4753 -1.8885 2.2536
H -0.2560 -1.3864 3.5984
```

The gap between HOMO and LUMO comes out at 10.51 eV. The calculation puts the LUMO energy at 0.018 Ha. As for the HOMO energy: -10.01 eV. As for the structure (SMILES): N[C@H](C=O)CO.O.


Version two
Density functional theory data (ωB97M-V/def2-TZVPD) for C3H9NO3 as an isolated structure.

The geometry in XYZ format:
```
16
Properties=species:S:1:pos:R:3
C -0.1491 -1.0645 0.3980
C -0.8357 0.4283 -1.3610
C 1.3448 1.0882 0.2378
N -0.6179 -0.8791 -0.8429
O -0.8647 -0.5709 1.4544
O 0.5635 -2.1991 0.6279
O -1.8620 1.1532 -0.7627
H 0.1576 -2.6926 1.3574
H -0.2476 -0.1254 2.0521
H -1.5802 1.3881 0.1315
H -0.1927 -1.5160 -1.5053
H -1.0031 0.3879 -2.4332
H 0.3908 0.9262 -0.7234
H 1.8809 1.9001 -0.2591
H 2.0603 0.2932 0.4471
H 0.9550 1.4824 1.1815
```

The gap between HOMO and LUMO comes out at 7.04 eV. The calculation puts the LUMO energy at 0.010 Ha. As for the HOMO energy: -6.76 eV.


Of them, version one has the highest stability.